1.
DFT (ωB97M-V/def2-TZVPD) results for a molecular structure, C28H43BaNO3SSe4Si4 in a non-equilibrium geometry.

```
85
Properties=species:S:1:pos:R:3:mulliken_charge:R:1
Ba -0.523 -0.055 -0.756 2.095
O -0.921 1.665 1.076 -0.456
C -1.634 2.863 0.751 1.966
C -1.676 2.978 -0.819 0.116
O -2.150 3.988 -1.289 -0.716
O -1.173 1.970 -1.445 -0.735
C -3.075 2.780 1.229 -0.395
C -3.572 1.582 1.728 -0.120
C -4.900 1.484 2.133 -0.860
C -5.737 2.581 2.033 -0.295
C -5.245 3.778 1.519 -0.912
C -3.925 3.880 1.120 -0.072
C -0.841 4.040 1.292 -0.203
C -1.155 4.622 2.510 -0.096
C -0.382 5.661 3.019 -0.864
C 0.712 6.122 2.307 -0.404
C 1.044 5.528 1.094 -0.876
C 0.274 4.495 0.593 -0.216
H -0.887 1.549 2.034 0.260
H -2.940 0.704 1.814 -0.233
H -5.262 0.542 2.525 0.472
H -6.770 2.509 2.352 0.382
H -5.897 4.638 1.426 0.374
H -3.545 4.802 0.700 0.476
H -2.017 4.272 3.066 0.460
H -0.636 6.101 3.975 0.376
H 1.307 6.941 2.693 0.373
H 1.907 5.867 0.536 0.425
H 0.538 4.047 -0.357 0.452
Se -1.791 -1.352 2.554 -0.476
Se -2.050 -3.606 1.913 -0.270
Se -0.463 -3.963 0.224 -0.108
Se -1.535 -3.141 -1.666 -0.794
S 2.075 -0.380 2.405 -0.257
C 2.401 -2.042 2.437 0.198
N 1.478 -2.880 2.947 0.115
C 1.621 -4.214 3.070 -0.430
C 2.778 -4.823 2.688 -0.553
C 3.788 -4.005 2.137 -0.157
C 3.613 -2.658 2.017 -0.383
H 0.540 -2.470 3.205 0.093
H 0.758 -4.723 3.473 0.440
H 2.889 -5.893 2.779 0.385
H 4.712 -4.451 1.793 0.375
H 4.368 -2.021 1.580 0.238
C 1.696 -2.500 -4.544 -0.936
Si 2.979 -1.844 -3.343 0.187
C 4.604 -1.863 -4.317 -1.118
C 3.206 -3.154 -2.013 -0.709
Si 2.298 0.164 -2.424 0.152
Si 1.739 1.490 -4.235 0.440
C 2.966 1.676 -5.662 -1.205
C 0.165 0.860 -5.066 -1.097
C 1.329 3.253 -3.714 -0.870
Si 4.228 1.127 -1.608 -0.076
C 5.633 1.354 -2.854 -0.991
C 5.050 0.207 -0.191 -0.773
C 3.884 2.865 -0.945 -0.914
H 1.962 -3.510 -4.869 0.374
H 1.619 -1.863 -5.425 0.180
H 0.714 -2.553 -4.071 0.227
H 4.738 -2.835 -4.802 0.352
H 5.455 -1.691 -3.659 0.262
H 4.630 -1.090 -5.084 0.249
H 3.318 -4.142 -2.470 0.365
H 2.349 -3.196 -1.338 0.000
H 4.092 -2.947 -1.406 0.190
H 3.353 0.706 -5.974 0.194
H 3.819 2.290 -5.381 0.326
H 2.480 2.143 -6.523 0.403
H 0.356 -0.012 -5.690 0.304
H -0.261 1.649 -5.692 0.370
H -0.591 0.574 -4.335 0.204
H 2.191 3.765 -3.292 0.271
H 0.540 3.252 -2.963 -0.028
H 0.975 3.827 -4.574 0.390
H 5.975 0.383 -3.207 0.221
H 6.483 1.872 -2.398 0.369
H 5.317 1.917 -3.727 0.161
H 5.480 -0.738 -0.530 0.313
H 4.344 -0.012 0.617 -0.162
H 5.855 0.830 0.210 0.422
H 3.799 3.596 -1.747 0.360
H 4.685 3.184 -0.272 0.441
H 2.949 2.883 -0.384 -0.035
```

ΔE to the lowest compared entry with this formula, charge and spin = 17.3 kcal/mol
LUMO energy = 4.164 eV
highest occupied orbital energy = -1.771 eV
net charge = -2
max |F| = 0.0747 Eh/bohr
HOMO-LUMO gap = 5.94 eV



2.
DFT (ωB97M-V/def2-TZVPD) results for a molecular structure, C28H43BrN2P2Re in a non-equilibrium geometry.

```
77
Properties=species:S:1:pos:R:3:mulliken_spin:R:1
C -3.871 -4.525 3.969 0.101
C -4.374 -4.215 2.695 -0.049
C -5.542 -4.857 2.240 0.108
C -6.028 -5.955 2.983 0.007
N -5.461 -6.304 4.133 0.790
C -4.437 -5.622 4.643 0.001
C -3.745 -3.168 1.874 0.169
C -2.530 -2.669 1.453 -0.039
C -1.153 -2.216 1.645 0.153
C -1.058 -1.137 2.516 0.056
C -0.121 -0.141 2.266 -0.011
C 0.785 -0.297 1.231 0.109
C 0.970 -1.587 0.677 0.160
C 0.028 -2.557 0.900 -0.007
Re -4.017 -1.615 0.777 0.796
P -3.361 0.707 0.572 -0.006
H -6.071 -4.529 1.336 0.018
H -3.093 -3.923 4.438 0.009
H -6.884 -6.535 2.606 0.027
H -4.044 -5.948 5.615 0.027
H 0.223 -3.575 0.542 0.014
H -1.837 -0.945 3.254 -0.013
H 1.805 -1.733 -0.042 -0.013
H -0.236 0.826 2.748 0.005
C -2.591 1.727 -0.797 0.003
C -3.451 2.734 -1.556 0.001
H -2.140 1.019 -1.502 -0.003
H -1.707 2.218 -0.365 -0.001
H -2.791 3.351 -2.185 0.000
H -4.166 2.242 -2.235 0.001
H -3.987 3.416 -0.880 0.000
C -5.195 0.945 0.477 0.078
C -5.907 0.001 1.429 -0.052
H -5.519 0.817 -0.563 0.006
H -5.352 2.001 0.733 0.009
H -6.975 0.042 1.195 0.001
H -5.711 -1.141 1.362 0.039
H -5.768 0.324 2.464 0.002
C -2.793 1.902 1.879 0.013
C -3.249 3.355 1.727 0.000
H -1.696 1.860 1.833 0.001
H -3.092 1.489 2.853 0.001
H -2.958 3.915 2.622 0.000
H -2.770 3.858 0.879 0.000
H -4.336 3.457 1.641 -0.001
Br 0.379 0.527 -1.336 0.264
P -3.426 -2.415 -1.102 0.066
C -3.760 -1.006 -2.277 0.006
C -3.858 -1.270 -3.772 0.000
H -2.925 -0.314 -2.116 0.008
H -4.667 -0.489 -1.931 0.002
H -4.607 -0.600 -4.202 0.000
H -2.907 -1.049 -4.263 0.001
H -4.151 -2.293 -4.004 0.001
C -1.651 -2.630 -1.577 -0.006
C -1.328 -3.071 -3.011 0.001
H -1.246 -3.364 -0.867 -0.003
H -1.161 -1.665 -1.358 0.011
H -0.287 -3.433 -3.040 0.001
H -1.980 -3.891 -3.352 0.001
H -1.393 -2.235 -3.720 0.000
C -4.043 -4.113 -1.429 0.007
C -4.979 -4.193 -2.638 0.003
H -4.583 -4.428 -0.521 0.003
H -3.179 -4.790 -1.541 -0.001
H -5.642 -5.063 -2.543 0.001
H -5.632 -3.315 -2.707 0.000
H -4.413 -4.283 -3.578 0.000
C 2.759 2.706 2.350 0.001
C 2.836 1.297 1.753 0.010
C 1.616 0.914 0.898 0.098
N 1.313 1.675 -0.101 0.007
H 2.523 3.441 1.574 0.001
H 3.736 2.953 2.781 0.001
H 1.986 2.739 3.130 0.001
H 3.697 1.225 1.086 0.006
H 2.982 0.537 2.524 0.003
```

spin multiplicity = 4
LUMO energy (spin up / spin down) = -13.629 / -15.282 eV
highest occupied orbital energy (spin up / spin down) = -20.339 / -20.253 eV
net charge = +4
max |F| = 0.1313 Eh/bohr
<S²> = 3.79
HOMO-LUMO gap (spin up / spin down) = 6.71 / 4.97 eV



3.
DFT (ωB97M-V/def2-TZVPD) results for a molecular structure, C28H43CaF3O4 in a non-equilibrium geometry.

```
79
Properties=species:S:1:pos:R:3:mulliken_charge:R:1
C 3.487 -4.420 0.897 -0.977
C 4.524 -3.518 0.173 -0.579
C 3.939 -2.084 -0.005 0.863
C 5.001 -1.003 0.370 -1.426
C 4.357 0.298 0.980 -0.016
C 4.281 1.351 -0.153 -1.069
C 3.436 2.628 0.217 -0.549
C 2.304 2.868 -0.824 -1.288
C 0.827 2.742 -0.356 -1.279
C 0.421 1.406 0.328 1.876
C 0.750 1.556 1.858 -1.615
C -0.359 1.401 2.930 -0.583
O 0.345 1.421 4.169 -0.521
C -1.353 2.659 3.018 0.694
F -1.016 3.420 4.034 -0.243
F -2.697 2.274 3.324 -0.375
F -1.323 3.453 1.945 -0.226
O 1.355 0.397 -0.127 -0.636
C 0.998 0.036 -1.412 -0.159
O 1.676 -0.422 -2.271 -0.450
O -0.356 0.378 -1.486 -0.268
C -0.873 0.672 -0.177 2.621
C -2.060 1.639 -0.486 -0.908
C -3.227 1.093 -1.411 0.728
C -3.132 0.551 -2.652 -0.522
C -4.229 0.098 -3.418 -0.964
C -5.523 0.220 -2.958 -0.729
C -5.737 0.810 -1.706 0.241
C -7.188 0.988 -1.239 -1.548
C -4.698 1.223 -0.916 -0.739
C -1.251 -0.736 0.495 0.787
C -2.622 -0.763 1.267 -2.806
C -1.297 -1.939 -0.484 -1.564
C 0.017 -2.802 -0.480 0.826
C 0.343 -3.404 -1.880 -1.494
H 2.529 -4.447 0.355 0.043
H 3.327 -4.040 1.917 0.301
H 3.868 -5.449 0.985 0.440
H 4.748 -4.009 -0.786 0.308
H 5.458 -3.523 0.751 0.380
H 3.070 -1.944 0.658 -0.473
H 3.653 -2.006 -1.065 0.219
H 5.816 -1.391 0.991 0.521
H 5.469 -0.700 -0.584 0.319
H 5.055 0.660 1.746 0.425
H 3.374 0.006 1.371 -0.210
H 5.308 1.665 -0.390 0.534
H 3.899 0.847 -1.052 0.425
H 4.147 3.460 0.102 0.535
H 3.136 2.633 1.271 0.256
H 2.435 2.236 -1.715 0.485
H 2.414 3.897 -1.203 0.666
H 0.218 2.842 -1.276 0.384
H 0.578 3.640 0.231 0.511
H 1.551 0.857 2.132 -0.104
H 1.152 2.565 2.016 0.670
H -0.898 0.442 2.934 0.701
H -0.234 0.992 4.813 0.453
H -1.758 2.609 -0.903 0.788
H -2.497 1.911 0.504 -0.613
H -2.146 0.427 -3.102 0.544
H -4.021 -0.351 -4.389 0.456
H -6.336 -0.114 -3.600 0.409
H -7.298 0.734 -0.179 0.331
H -7.426 2.054 -1.393 0.383
H -7.853 0.430 -1.903 0.375
H -4.961 1.699 0.068 0.805
H -0.498 -0.966 1.264 0.246
H -3.508 -1.057 0.597 0.774
H -2.526 -1.563 2.018 0.451
H -2.769 0.174 1.863 0.869
H -1.633 -1.695 -1.498 0.346
H -2.069 -2.630 -0.092 0.566
H 0.839 -2.183 -0.086 -0.820
H -0.108 -3.624 0.238 0.699
H 1.297 -2.995 -2.235 0.303
H -0.433 -3.208 -2.628 0.384
H 0.486 -4.484 -1.745 0.417
Ca -3.978 1.109 1.438 1.397
```

LUMO energy = -7.610 eV
highest occupied orbital energy = -13.910 eV
net charge = +2
max |F| = 0.1043 Eh/bohr
HOMO-LUMO gap = 6.30 eV



> Which value of max |F| does entry 3 give?

0.1043 Eh/bohr



> max |F| of number 2 (C28H43BrN2P2Re)?

0.1313 Eh/bohr



> Number 3 is which compound?

C28H43CaF3O4



> Number 3 is which compound?

C28H43CaF3O4